Formula: C26H36AsClIO2P2Re
Source: the Open Molecules 2025 dataset
Level of theory: ωB97M-V/def2-TZVPD

Each line ends with the natural charge from an NBO analysis.
Element x y z (Å)
C  1.0996  -0.0761  -5.3510  -0.729
C  1.9215  -1.1332  -4.6923  -0.231
H  1.1468  0.9392  -4.9345  0.236
H  0.0401  -0.2947  -5.3925  0.273
H  1.4538  -0.0652  -6.4105  0.267
O  0.8142  -0.8233  -1.9375  -1.075
I  2.2745  -2.8378  -5.4039  0.530
Re  -1.2243  0.1897  -0.9676  1.160
P  2.3095  -0.7478  -2.1635  2.023
C  3.0624  0.4043  -1.0064  -1.020
C  3.1675  -2.2689  -1.6889  -1.017
H  4.2476  -2.0869  -1.7492  0.263
H  4.0264  -0.5694  -3.3294  0.439
H  2.8880  -3.1399  -2.3066  0.286
H  3.8446  -0.9157  -4.5911  0.482
H  3.0147  -0.0145  0.0010  0.296
H  2.8694  -2.4601  -0.6461  0.289
C  3.0884  -0.3834  -3.9251  -1.108
H  4.0956  0.6615  -1.2522  0.270
H  3.0776  0.6914  -4.1757  0.319
H  2.4587  1.3040  -0.9780  0.271
P  -1.9923  -1.1448  -2.4890  1.049
C  -3.2124  0.7210  -0.6319  -1.029
C  -3.2559  -0.5111  -3.6889  -0.923
H  -2.3115  -3.5218  -2.2330  0.280
H  -3.7452  -2.6022  -1.6260  0.275
H  -2.2726  -2.7029  -0.6221  0.245
C  -2.6497  -2.6501  -1.6588  -0.968
H  -3.0621  -1.1801  -4.5295  0.277
H  -4.2985  -0.6750  -3.3992  0.274
H  -3.8233  0.3297  -1.4604  0.246
H  -3.3002  1.8272  -0.5994  0.261
H  -3.0042  0.5020  -4.0369  0.264
H  -3.6623  0.3221  0.3059  0.280
Cl  -1.1524  -2.1051  -4.0990  -0.251
O  0.1039  0.1998  0.4758  -1.062
As  -0.1722  0.6030  2.1789  1.885
C  -0.7226  -1.0914  2.9858  -0.305
C  -1.7990  -1.7857  2.4197  -0.248
C  -2.2596  -2.9830  3.0096  -0.183
C  -1.6823  -3.4598  4.1855  -0.145
C  -0.6014  -2.7436  4.7595  -0.177
C  -0.1455  -1.5551  4.1717  -0.216
C  1.6423  1.1888  2.5959  -0.402
C  1.9363  2.5413  2.7184  -0.188
C  3.2516  2.9556  3.0701  -0.178
C  4.2487  1.9923  3.2057  -0.179
C  3.9687  0.6451  3.0291  -0.144
C  2.6643  0.2272  2.7249  -0.239
C  -1.4776  2.0364  1.9404  -0.424
C  -2.6134  2.1483  2.7608  -0.132
C  -3.5464  3.1598  2.5245  -0.187
C  -3.3629  4.0396  1.4573  -0.156
C  -2.2719  3.9017  0.6207  -0.200
C  -1.3193  2.8863  0.8303  -0.245
H  -2.3110  -1.4207  1.5288  0.203
H  -3.0923  -3.5338  2.5378  0.244
H  -2.0960  -4.3301  4.6923  0.256
H  -0.1408  -3.1217  5.6504  0.251
H  0.6791  -1.0146  4.6320  0.239
H  1.1428  3.2985  2.6192  0.238
H  3.4545  4.0103  3.2121  0.253
H  5.2662  2.3098  3.5078  0.256
H  4.7565  -0.1047  3.1299  0.238
H  2.4406  -0.8287  2.5839  0.227
H  -2.7510  1.4339  3.5769  0.235
H  -4.4155  3.2614  3.1751  0.259
H  -4.0788  4.8526  1.2804  0.260
H  -2.1348  4.5540  -0.2488  0.247
H  -0.4954  2.7450  0.1266  0.218

Computed properties:
HOMO energy (alpha / beta) in eV: -16.304 / -16.726
Net charge: +3
LUMO energy (alpha / beta) in eV: -9.949 / -9.788
Strongest force on any atom in eV Å⁻¹: 5.47
2S+1: 4
<S²>: 3.79
Orbital gap (alpha / beta) in eV: 6.35 / 6.94

***

Formula: CH7N2S
Source: the Open Molecules 2025 dataset
Level of theory: ωB97M-V/def2-TZVPD

Each line ends with the natural charge from an NBO analysis.
Element x y z (Å)
S  3.1392  -0.2863  -0.8493  -1.072
H  2.7487  0.6495  -1.7314  0.080
N  -0.8544  1.1199  -0.1515  -0.857
C  -1.2183  -0.1749  0.4309  -0.053
N  -0.2158  -1.1571  0.7240  -0.858
H  -0.2443  1.0050  -0.9589  0.364
H  -0.2715  1.5997  0.5114  0.343
H  -1.9615  -0.6305  -0.2517  0.153
H  -1.8506  0.0993  1.2829  0.151
H  0.5614  -0.5935  1.0759  0.370
H  0.1670  -1.6312  -0.0823  0.378

Computed properties:
HOMO energy in eV: -2.761
Net charge: -1
LUMO energy in eV: 4.122
Strongest force on any atom in eV Å⁻¹: 2.28
Orbital gap in eV: 6.88

***

Formula: C26H30ClF32O7PSi
Source: the Open Molecules 2025 dataset
Level of theory: ωB97M-V/def2-TZVPD

Each line ends with the Mulliken charge.
Element x y z (Å)
C  3.8376  4.4214  -0.3509  -0.901
C  2.6585  3.6108  0.1076  1.039
O  2.4276  3.3493  1.2623  -0.610
O  1.8899  3.1902  -0.9013  -0.434
C  0.7292  2.4366  -0.5269  -0.524
C  -0.4517  3.2998  -0.0478  -0.366
C  -0.3083  4.8087  -0.2846  -0.044
C  -1.4189  5.5991  0.4678  -0.726
Si  -0.6874  7.0496  1.4152  0.358
P  -0.1067  8.5732  -0.1698  0.197
O  1.0731  7.7510  -0.9710  -0.415
Cl  1.0232  9.8210  1.0401  -0.260
H  3.7966  5.4064  0.1175  0.264
H  3.8608  4.5105  -1.4348  0.320
H  4.7278  3.8911  0.0006  -0.023
H  0.9875  1.6897  0.2280  0.185
H  0.4503  1.8849  -1.4278  0.438
H  -1.3423  2.9852  -0.6037  0.288
H  -0.6743  3.1262  1.0077  0.229
H  -0.4246  5.0259  -1.3515  0.265
H  0.6838  5.1633  0.0001  -0.049
H  -2.1371  6.0225  -0.2431  0.359
H  -1.9658  4.9471  1.1563  0.397
H  -1.6584  7.6854  2.3328  -0.190
H  0.5130  6.6112  2.1728  -0.091
H  1.8429  7.5729  -0.4165  0.303
C  4.3108  1.1229  2.4780  -0.454
C  4.3194  -0.2121  3.2336  0.863
C  5.0107  -0.2540  4.5988  0.046
F  6.3294  -0.0122  4.4734  -0.221
F  4.8569  -1.4911  5.1251  -0.271
F  4.8053  -1.1974  2.4473  -0.275
F  3.0087  -0.4994  3.4978  -0.338
O  5.2715  1.2631  1.4459  -0.285
C  6.4963  1.8313  1.6563  0.730
C  7.6220  0.8709  1.2702  0.723
F  7.5727  -0.2294  2.0525  -0.233
F  8.8095  1.4838  1.4733  -0.290
F  6.6478  2.2932  2.9065  -0.310
F  6.5948  2.9024  0.8218  -0.323
H  3.3547  1.1442  1.9604  0.142
H  4.3107  1.9747  3.1567  0.351
H  4.5666  0.4764  5.2797  0.288
H  7.5373  0.5723  0.2282  -0.150
C  -3.4611  -1.2159  0.3083  -0.852
C  -2.9808  0.1867  0.7141  1.097
C  -3.5280  0.7738  2.0175  -0.010
F  -4.8597  0.9450  1.9373  -0.224
F  -2.9554  1.9833  2.2168  -0.225
F  -3.1849  1.0496  -0.3036  -0.295
F  -1.6318  0.0855  0.8992  -0.333
O  -4.4812  -1.2735  -0.6704  -0.389
C  -5.8028  -1.3281  -0.3458  0.856
C  -6.5826  -0.1691  -0.9792  0.174
F  -6.1212  1.0042  -0.5107  -0.204
F  -7.8860  -0.2857  -0.6391  -0.239
F  -6.0147  -1.3974  0.9772  -0.313
F  -6.3107  -2.4704  -0.8857  -0.310
H  -2.5987  -1.6700  -0.1774  0.397
H  -3.6936  -1.8267  1.1809  0.319
H  -3.2896  0.1266  2.8654  0.311
H  -6.4834  -0.1939  -2.0657  0.277
C  -9.3815  -5.4239  -1.1595  -0.830
C  -9.9568  -4.0725  -1.6069  0.879
C  -9.7687  -2.8783  -0.6689  0.482
F  -10.4214  -3.0736  0.4949  -0.244
F  -10.2896  -1.7825  -1.2642  -0.270
F  -11.2577  -4.2030  -1.9350  -0.275
F  -9.2697  -3.7362  -2.7406  -0.323
O  -10.2946  -6.3501  -0.6038  -0.401
C  -10.5190  -6.4372  0.7399  0.850
C  -12.0019  -6.2231  1.0682  0.183
F  -12.3858  -4.9890  0.6937  -0.217
F  -12.1712  -6.3396  2.4037  -0.255
F  -9.7356  -5.6110  1.4513  -0.286
F  -10.2199  -7.7011  1.1253  -0.309
H  -9.0487  -5.8970  -2.0823  0.431
H  -8.4998  -5.2909  -0.5319  0.388
H  -8.7108  -2.7076  -0.4692  -0.082
H  -12.6113  -6.9684  0.5543  0.248
C  6.8869  -2.8661  -2.4822  -0.705
C  7.3858  -4.0246  -3.3578  0.888
C  8.6076  -4.8086  -2.8691  0.086
F  9.6944  -4.0140  -2.8255  -0.219
F  8.8516  -5.8126  -3.7391  -0.264
F  7.5896  -3.6012  -4.6207  -0.272
F  6.3688  -4.9365  -3.3774  -0.329
O  7.2682  -1.5631  -2.8844  -0.349
C  8.3849  -0.9497  -2.4042  0.741
C  9.3287  -0.5286  -3.5362  0.204
F  9.7539  -1.6163  -4.2032  -0.231
F  10.3973  0.0946  -2.9964  -0.253
F  9.0197  -1.6772  -1.4740  -0.283
F  7.9846  0.2019  -1.7908  -0.328
H  5.8050  -2.8766  -2.6038  0.405
H  7.0919  -3.0455  -1.4265  0.338
H  8.4250  -5.2347  -1.8792  0.297
H  8.8152  0.1470  -4.2226  0.264

Computed properties:
HOMO energy in eV: -8.856
LUMO energy in eV: 0.147
Strongest force on any atom in eV Å⁻¹: 0.68
Orbital gap in eV: 9.00

***

Formula: C36H37NP2RuS
Source: the Open Molecules 2025 dataset
Level of theory: ωB97M-V/def2-TZVPD

Each line ends with the Löwdin spin population.
Element x y z (Å)
Ru  -2.8194  1.5428  2.4973  2.031
C  -3.9911  3.7745  2.4001  0.051
C  -3.1635  3.4631  1.3291  0.007
C  -1.7784  4.0090  1.0428  0.007
C  -0.5776  3.2729  1.6685  0.026
C  -0.9301  2.4252  2.8626  0.074
C  -1.7291  2.8803  3.9354  0.003
C  -2.2068  4.3023  4.0998  -0.001
C  -3.6296  4.6195  3.5608  0.003
C  -2.5193  -0.3738  3.0149  0.034
H  -5.0536  3.5115  2.3196  0.000
H  -3.6736  3.1074  0.4242  0.005
H  -1.6926  5.0856  1.2220  0.000
H  -1.6660  3.9064  -0.0392  0.000
H  -0.1175  2.6330  0.8929  0.002
H  0.1965  4.0018  1.9451  0.007
H  -0.2292  1.6158  3.0709  0.011
H  -1.6678  2.3183  4.8749  0.003
H  -1.5021  5.0395  3.6763  0.000
H  -2.2469  4.4672  5.1900  0.000
H  -4.3547  4.4797  4.3920  0.000
H  -3.6887  5.6973  3.2901  0.002
H  -3.4716  -0.9016  2.8304  0.015
H  -2.3036  -0.3754  4.0978  0.016
H  -1.7013  -0.8730  2.4805  0.002
P  0.2988  -1.3197  -2.5296  0.283
P  2.1180  -2.1008  -0.5515  0.305
C  1.7885  -0.2922  -2.4925  0.007
C  2.7328  -0.7682  -1.6332  0.010
C  0.1940  -1.8276  -4.3079  0.050
C  0.8840  -1.1238  -5.3085  0.015
C  0.8214  -1.5403  -6.6418  0.003
C  0.0826  -2.6789  -6.9766  0.007
C  -0.6376  -3.3688  -5.9932  -0.001
C  -0.5836  -2.9468  -4.6645  0.010
C  -1.0108  -0.1005  -2.3054  0.040
C  -1.2744  0.2172  -0.9574  0.015
C  -2.3378  1.0524  -0.6564  0.009
C  -3.0325  1.6990  -1.6818  0.017
C  -2.7429  1.4068  -3.0180  0.000
C  -1.7642  0.4621  -3.3481  0.019
C  3.5520  -3.3178  -0.7411  0.048
C  3.6518  -3.9252  -2.0097  0.018
C  4.7227  -4.7673  -2.3230  -0.002
C  5.6742  -5.0692  -1.3378  0.023
C  5.5741  -4.4991  -0.0589  0.001
C  4.5000  -3.6473  0.2424  0.022
C  2.4102  -1.5036  1.1346  0.052
C  1.9977  -2.2844  2.2360  0.016
C  2.3008  -1.8500  3.5264  -0.002
C  2.9810  -0.6399  3.7302  0.016
C  3.3556  0.1362  2.6280  0.001
C  3.0574  -0.2783  1.3330  0.020
H  1.8455  0.6108  -3.1085  0.003
H  3.7777  -0.4437  -1.5801  0.002
H  1.4775  -0.2577  -5.0391  0.001
H  1.3565  -0.9730  -7.4037  0.000
H  0.0695  -3.0272  -8.0058  0.000
H  -1.2385  -4.2407  -6.2623  0.000
H  -1.1384  -3.4789  -3.8897  0.002
H  -0.6541  -0.2094  -0.1594  -0.001
H  -2.6450  1.1686  0.4108  0.011
H  -3.8139  2.4297  -1.4380  0.001
H  -3.2996  1.9037  -3.8161  0.000
H  -1.5997  0.1698  -4.3863  0.001
H  2.8897  -3.7089  -2.7556  0.000
H  4.8160  -5.1726  -3.3313  0.000
H  6.4915  -5.7454  -1.5711  0.001
H  6.3362  -4.7121  0.6957  0.000
H  4.4163  -3.2319  1.2509  0.001
H  1.4852  -3.2372  2.0717  0.001
H  2.0333  -2.4703  4.3831  0.000
H  3.2283  -0.3052  4.7413  0.001
H  3.9123  1.0665  2.7639  0.000
H  3.3672  0.3155  0.4697  0.001
S  -6.4806  1.7289  5.3789  0.386
C  -5.1913  1.5847  4.4684  0.065
N  -4.2378  1.4824  3.7403  0.222

Computed properties:
HOMO energy (alpha / beta) in eV: -13.005 / -13.657
Net charge: +2
LUMO energy (alpha / beta) in eV: -5.912 / -7.948
Strongest force on any atom in eV Å⁻¹: 3.06
2S+1: 5
<S²>: 6.06
Orbital gap (alpha / beta) in eV: 7.09 / 5.71